Record 1
15
Properties=species:S:1:pos:R:3:mulliken_charge:R:1 method="wB97M-V/def2-TZVPD" spin_multiplicity=1 relative_energy_kj_mol=287.1 lumo_ev=0.624
H 0.6475 -0.8707 -2.5913 0.29
N 0.8741 -0.7400 -1.6046 -0.62
C 0.2002 0.1986 -1.0896 -0.49
C 0.4765 0.5139 0.3884 1.43
C -0.0057 -0.6122 1.3162 -1.42
O 1.8636 0.7143 0.5457 -0.56
C -0.2213 1.7680 0.7556 -0.20
N -0.8312 2.7073 1.0415 -0.43
H -0.5300 0.8191 -1.6258 0.55
H 0.3422 -0.3939 2.3290 0.38
H 0.4360 -1.5531 0.9758 0.32
H -1.0950 -0.7103 1.3295 0.35
H 2.2753 0.0466 -0.0289 0.39
H -2.4842 -0.7236 -0.7396 0.09
H -1.9479 -1.1641 -1.0020 -0.08

***

Record 2
93
Properties=species:S:1:pos:R:3:mulliken_charge:R:1 method="wB97M-V/def2-TZVPD" total_charge=+2 spin_multiplicity=1 relative_energy_kj_mol=0.0 lumo_ev=-5.941
Mg -9.0418 5.1541 17.8496 0.86
C -8.2945 6.1151 22.7731 -1.57
C -7.8962 4.7546 22.1777 0.09
C -7.7184 3.5907 22.9577 -0.73
C -7.2102 2.3962 22.4107 0.08
N -7.0784 2.3203 21.1458 -0.26
N -7.2969 3.3603 20.3508 1.14
B -6.9525 2.8984 18.9275 -1.63
N -7.6498 1.6116 18.4861 0.68
N -6.8376 0.5033 18.3861 -0.36
C -7.3495 -0.6573 18.2276 0.10
C -8.7973 -0.7489 18.1451 -0.57
C -9.5909 0.3267 18.1547 0.04
C -11.0867 0.3636 17.9378 -1.99
C -8.9706 1.6374 18.4017 1.03
S -9.9706 3.0070 18.4882 -0.47
C -6.5483 -1.8676 18.0293 1.97
C -6.5679 -2.3017 16.5012 -1.95
C -5.0569 -1.6952 18.3141 -1.60
C -7.1132 -3.0000 18.9354 -1.60
N -6.5007 3.7875 17.8027 -0.17
N -5.5340 3.1081 18.3765 0.17
C -4.2737 3.0901 18.0892 0.56
C -4.0165 3.7342 16.8388 -1.08
C -5.0108 4.3352 16.1397 0.54
C -4.8044 4.9330 14.7932 -2.07
C -6.3662 4.3852 16.6094 0.85
S -7.6523 5.0747 15.8353 -0.52
C -3.2540 2.4889 18.9708 2.29
C -2.3727 1.4673 18.2776 -1.29
C -2.4338 3.6527 19.5157 -1.91
C -3.9876 1.8067 20.1164 -1.56
C -7.6761 4.6167 20.7566 1.08
S -7.8980 6.0213 19.7546 -0.83
C -7.0081 1.0860 23.2234 2.25
C -5.9169 1.2634 24.3288 -1.72
C -6.5211 -0.0309 22.2987 -1.87
C -8.3506 0.7476 23.8548 -1.92
H -8.6373 5.9904 23.8413 0.38
H -9.1235 6.6483 22.2649 0.33
H -7.4373 6.8222 22.6907 0.33
H -7.9925 3.7503 23.9935 0.45
H -9.2614 -1.6810 17.9365 0.49
H -11.4556 -0.5972 17.6254 0.42
H -11.1561 1.1430 17.2292 0.47
H -11.6336 0.7159 18.8336 0.36
H -6.1330 -1.6255 15.8640 0.46
H -7.5323 -2.5087 16.1694 0.45
H -6.0734 -3.2809 16.4609 0.49
H -4.5916 -0.8803 17.7371 0.14
H -4.5526 -2.5795 18.0155 0.61
H -4.9195 -1.4734 19.3863 0.26
H -8.1501 -3.2043 18.7565 0.41
H -7.0659 -2.6967 19.9859 0.26
H -6.4151 -3.8283 18.9173 0.46
H -2.9829 3.7218 16.4412 0.40
H -3.7180 5.0748 14.5699 0.36
H -5.2007 5.9308 14.7455 0.45
H -5.2217 4.4837 13.9581 0.44
H -1.9267 1.9274 17.4007 0.44
H -2.9516 0.5537 18.0057 0.11
H -1.6161 1.1514 18.9688 0.48
H -1.9710 4.1026 18.6191 0.44
H -1.7154 3.2647 20.2131 0.49
H -3.0800 4.4130 19.9527 0.38
H -4.7890 1.1058 19.7595 -0.09
H -4.4358 2.5390 20.8085 0.18
H -3.2647 1.2061 20.6715 0.73
H -4.9676 1.4830 23.9010 0.41
H -5.7688 0.3537 24.8620 0.51
H -6.1240 2.1395 25.0140 0.32
H -5.6021 0.3234 21.8397 0.11
H -7.2852 -0.2630 21.5655 0.33
H -6.3112 -0.9095 22.9158 0.58
H -8.5106 1.2773 24.7864 0.46
H -8.2737 -0.2586 24.2448 0.48
H -9.1986 0.8662 23.2159 0.36
C -12.3867 8.3631 18.5536 -0.98
C -12.6183 7.8205 17.1377 -0.53
S -11.0920 7.1518 16.3787 0.28
O -10.5042 6.1707 17.3705 0.11
C -10.0930 8.6645 16.4635 -0.62
C -8.8568 8.5230 17.3397 -0.99
H -13.2812 8.8912 18.9018 0.39
H -11.6154 9.1073 18.6036 0.27
H -12.1668 7.5223 19.2341 0.21
H -13.0887 8.5897 16.4823 0.42
H -13.2438 6.9091 17.0800 0.41
H -10.6559 9.5343 16.8096 0.44
H -9.8938 8.8637 15.4197 0.50
H -8.9943 8.1923 18.3640 0.09
H -8.4870 9.5716 17.3313 0.41
H -8.1759 7.9338 16.8646 0.39

***

Record 3
19
Properties=species:S:1:pos:R:3:mulliken_charge:R:1 method="wB97M-V/def2-TZVPD" total_charge=+1 spin_multiplicity=1 relative_energy_kj_mol=208.3 lumo_ev=-3.176
C -2.3796 0.5931 0.6598 -0.95
N -1.0784 -0.1069 0.4338 -0.22
C -0.4216 0.1413 -0.9124 -0.54
C 0.8242 -0.6353 -1.0290 -0.56
C 1.9500 0.0879 -0.3407 -0.64
N 1.5841 -0.0065 1.1637 -0.71
H -2.1703 1.7009 0.5822 0.33
H -2.8130 0.2244 1.4783 0.43
H -3.1340 0.2165 -0.0401 0.37
H -1.4827 -1.1330 0.3762 0.40
H -0.3081 0.2312 1.1598 0.52
H -1.0727 -0.3597 -1.7673 0.30
H -0.2978 1.2402 -0.9969 0.36
H 1.1424 -0.7115 -2.1625 0.32
H 0.7172 -1.6698 -0.7858 0.35
H 1.9019 1.1005 -0.5319 0.37
H 2.8897 -0.3844 -0.5516 0.38
H 1.8268 -0.9515 1.5056 0.22
H 2.3221 0.4224 1.7589 0.26

***

Record 4
53
Properties=species:S:1:pos:R:3:mulliken_charge:R:1 method="wB97M-V/def2-TZVPD" spin_multiplicity=1 lumo_ev=0.266
C -3.1454 0.5029 3.9173 -1.47
C -2.3667 -0.2831 2.8582 0.04
C -1.9821 0.4946 1.6055 -1.07
I -1.1979 2.4591 2.0131 0.06
C -0.9621 -0.2240 0.7053 0.61
C 0.3330 -0.6419 1.4072 -1.24
C 1.6199 -0.2371 0.6541 -0.59
C 2.3322 1.0332 1.1648 -0.60
C 2.3322 2.1992 0.1725 -0.34
O 3.6186 2.8518 0.0845 -0.44
C 3.7835 3.9329 0.8618 0.77
C 4.8420 4.8605 0.3306 -1.06
O 3.1417 4.1300 1.8474 -0.54
O -1.5605 -1.4463 0.1515 -0.40
C -2.5898 -1.3005 -0.7380 0.40
O -3.6832 -1.0265 -0.3801 -0.55
C -2.2422 -1.5801 -2.1770 -0.78
C -1.3739 -0.5023 -2.8555 0.22
C -1.9326 0.9108 -2.7029 -1.37
O -0.0245 -0.5265 -2.4083 -0.65
H -3.8824 1.1729 3.4590 0.34
H -3.6804 -0.1930 4.5732 0.41
H -2.4787 1.0994 4.5485 0.36
H -1.4793 -0.7355 3.3151 0.31
H -3.0108 -1.1004 2.5047 0.20
H -2.8926 0.6935 1.0388 0.64
H -0.6868 0.4388 -0.1236 0.60
H 0.3580 -0.2118 2.4148 0.51
H 0.3188 -1.7339 1.5074 0.27
H 2.3227 -1.0735 0.7407 0.49
H 1.3973 -0.1481 -0.4149 0.26
H 1.8828 1.3707 2.1062 0.22
H 3.3838 0.8092 1.3839 0.35
H 1.5946 2.9578 0.4505 0.26
H 2.1238 1.8587 -0.8473 0.34
H 4.3480 5.6016 -0.3069 0.26
H 5.3191 5.3834 1.1621 0.32
H 5.5878 4.3218 -0.2577 0.31
H -3.1967 -1.6624 -2.7081 0.45
H -1.7141 -2.5407 -2.2673 0.21
H -1.3708 -0.7525 -3.9291 0.49
H -2.7806 1.0629 -3.3809 0.41
H -2.2638 1.1326 -1.6819 0.19
H -1.1541 1.6325 -2.9723 0.34
H 0.1726 -1.3692 -1.9575 0.29
N -0.5552 -4.3291 -1.1256 -0.33
C 0.4541 -3.7113 -1.7993 0.78
N 1.1685 -4.4825 -2.6642 -0.48
O 0.7025 -2.5281 -1.6202 -0.59
H -0.7819 -5.2993 -1.2353 0.17
H -1.0495 -3.7776 -0.4428 0.23
H 1.9154 -4.0378 -3.1657 0.23
H 0.9853 -5.4561 -2.8163 0.15

***

Record 5
36
Properties=species:S:1:pos:R:3:mulliken_charge:R:1 method="wB97M-V/def2-TZVPD" total_charge=-2 spin_multiplicity=1 relative_energy_kj_mol=0.0 lumo_ev=4.937
C 0.3229 -0.3565 -2.3462 -0.67
C -0.6094 0.7066 -2.1816 -0.68
C 0.0269 1.7972 -1.5706 -0.39
H -1.6304 0.7049 -2.5292 0.35
C 1.3685 1.4479 -1.3068 -0.66
C 1.5836 0.0863 -1.7339 -0.60
H 2.5593 -0.4714 -1.7890 0.54
H 0.2129 -1.2873 -2.9280 0.59
H -0.3986 2.7638 -1.3359 0.52
H 2.1478 2.1331 -0.9380 0.38
Mg 0.6229 -1.6890 -0.3302 0.82
Br -1.3234 -3.3347 0.3277 -0.68
C 1.8204 -4.4835 0.4555 -0.74
C 2.9204 -4.0209 -0.2901 -0.48
C 2.5927 -4.1297 -1.6679 -0.40
H 3.9019 -3.7174 0.0976 0.32
C 1.2871 -4.6566 -1.7544 -0.38
C 0.8412 -4.9683 -0.4422 -0.62
H -0.0647 -5.5379 -0.2441 0.51
H 1.8038 -4.5546 1.5262 0.36
H 3.2843 -3.9417 -2.5073 0.31
H 0.7639 -4.8951 -2.6672 0.39
O -2.8831 0.5865 0.1699 -0.76
C -1.8065 0.8477 0.7758 0.18
O -0.7145 0.2063 0.6268 -0.34
C -1.7175 2.2364 1.5307 0.18
C -0.4808 2.8094 1.9293 -0.17
C -0.4471 4.1191 2.4490 -0.57
C -1.6771 4.7621 2.6935 -0.18
C -2.9243 4.1660 2.3910 -0.45
C -2.9249 2.8938 1.8537 -0.38
H 0.4460 2.2471 1.7929 0.35
H 0.5165 4.6246 2.6387 0.33
H -1.6891 5.7799 3.1011 0.29
H -3.8620 4.7052 2.5680 0.34
H -3.8696 2.4208 1.6351 0.40